ORCA calculation (ωB97M-V/def2-TZVPD) on a molecular structure, C7H15NO at a distorted geometry.

Geometry as XYZ:
```
24
Properties=species:S:1:pos:R:3:forces:R:3:nbo_charge:R:1
C 2.99517 -0.22637 -0.14701 1.29 4.15 0.51 0.70
C 2.49626 1.31930 -0.01032 1.50 0.70 -1.16 -0.74
C -0.75597 -1.23290 0.36330 -2.47 -4.53 -0.35 -0.45
C -2.24152 -1.15705 -0.20455 0.80 1.41 -1.37 -0.41
C -2.55918 0.41646 -0.47403 -2.58 -2.28 0.49 -0.43
C -1.49842 1.13060 0.19700 3.17 2.78 -1.02 -0.42
C -0.26731 0.21757 0.22984 0.41 0.69 -0.73 -0.52
H 2.19769 -1.95581 0.00277 -0.42 -0.14 -0.02 0.39
H 1.07487 -0.65344 0.39285 2.56 -1.19 -0.86 0.44
H 3.34344 1.89682 0.47381 -1.11 -0.59 -0.63 0.23
H 1.57052 1.37038 0.57430 1.18 0.29 -0.07 0.20
H 2.19363 1.86576 -1.00920 0.94 -1.35 1.64 0.23
H -0.77706 -1.74855 1.43575 0.25 1.55 -2.08 0.22
H -0.45421 -2.30074 -0.41490 0.51 3.76 2.47 0.23
H -2.93045 -1.54524 0.56647 0.02 -0.23 -1.08 0.22
H -2.15797 -1.62984 -1.23244 -1.11 0.01 1.57 0.21
H -3.45752 0.57734 0.15417 -0.22 0.24 -1.21 0.22
H -2.65629 0.79370 -1.55505 -0.23 -1.21 1.62 0.22
H -1.59699 1.62991 1.17958 -0.71 -0.56 -0.46 0.21
H -1.27720 1.95283 -0.56222 0.30 -0.38 1.53 0.22
H 0.33568 0.60561 1.15040 -0.85 -1.15 -1.81 0.23
H 0.32443 0.22946 -0.81228 -1.49 0.69 2.50 0.26
N 1.93123 -0.98370 -0.11107 -0.72 -2.89 0.82 -0.85
O 4.16715 -0.57210 -0.18717 -1.01 0.22 -0.32 -0.62
```
Forces are in eV/Å.

Results
2S+1   1
LUMO level   0.0178 hartree
E_HOMO   -9.43 eV
Charge   0
Frontier orbital gap   9.914 eV
Energy relative to the best compared isomer or geometry (same formula, charge and spin)   4.702 eV
F_max   5.17 eV Å⁻¹